# C21H63HfN11O8P3

A molecular structure, C21H63HfN11O8P3 (the ωB97M-V functional and the def2-TZVPD basis, the OMol25 dataset).

Calculated total energy ... -3112.592193 Eh
Frontier orbital gap ... 0.045 Ha
Strongest force on any atom ... 3.58 eV/A
Relative energy (zero: lowest compared OMol25 entry of this formula, charge and spin) ... 1981.5 kJ/mol
Charge ... +3

Structure (XYZ):
```
107
Properties=species:S:1:pos:R:3:forces:R:3:mulliken_charge:R:1
Hf -1.8405 2.7336 -0.0436 0.46 -0.96 -0.42 1.282
C 0.7052 -1.7501 -1.3048 -0.29 1.61 0.44 -0.474
O 0.1396 -0.4493 -1.1516 0.80 -1.26 -0.29 -0.429
H 1.2075 -2.0210 -0.3762 -0.25 -0.16 0.56 0.251
H -0.0596 -2.5048 -1.4884 -0.56 -0.14 0.22 0.243
H 1.4597 -1.9297 -2.0706 -0.11 0.81 -0.61 0.232
O -3.2021 -0.2978 2.8256 0.29 1.47 0.28 -0.832
P -3.8553 -1.1881 3.7817 1.11 -2.87 0.84 0.343
N -3.8839 -2.7902 3.2512 1.45 -0.28 1.05 0.219
C -4.6545 -3.1593 2.0854 -0.24 -0.12 -0.79 -0.944
C -2.5490 -3.6079 3.1879 -1.40 0.89 -0.12 -1.050
N -5.3749 -0.7749 4.2773 -0.63 0.81 -0.01 0.253
C -6.2991 -1.7849 4.7105 0.01 -0.21 1.22 -1.079
C -5.8775 0.5870 4.5462 1.09 0.47 -1.25 -0.997
N -2.9924 -1.4491 5.3174 -0.90 -0.97 -0.21 0.330
C -3.1722 -2.6156 6.2571 0.26 0.26 -0.53 -1.213
C -2.2565 -0.4116 5.9767 0.03 0.87 -0.30 -0.933
H -5.6501 -2.7216 2.0130 0.00 -0.02 0.44 0.328
H -4.7220 -4.2469 2.0617 -0.35 0.02 0.09 0.306
H -4.1532 -2.8859 1.1569 0.23 0.18 -0.14 0.335
H -1.9094 -3.5023 4.0642 -0.29 0.19 -0.09 0.341
H -2.0034 -3.3513 2.2799 0.09 0.41 0.06 0.352
H -2.8168 -4.6550 3.0461 -0.24 0.05 0.38 0.375
H -6.8631 -1.3909 5.5559 -0.08 0.01 0.01 0.542
H -7.0246 -1.9959 3.9248 0.15 -0.62 -0.02 0.313
H -5.7015 -2.5965 5.1256 -0.63 -0.63 -0.58 0.328
H -6.9586 0.6336 4.6775 0.20 -0.47 0.14 0.477
H -5.3612 1.0520 5.3860 -0.12 -0.11 0.25 0.298
H -5.6528 1.1923 3.6680 0.04 0.21 0.02 0.334
H -3.7653 -2.3775 7.1401 -0.12 0.52 0.00 0.372
H -3.5870 -3.5492 5.8770 -0.04 0.45 -0.72 0.393
H -2.1730 -2.8534 6.6222 0.10 -0.01 0.07 0.467
H -2.7746 0.0652 6.8088 -0.52 -0.16 0.26 0.351
H -2.0241 0.4099 5.2991 0.25 -0.24 -0.17 0.291
H -1.3646 -0.8319 6.4415 0.29 0.00 -0.21 0.343
O -1.5344 2.8276 -4.2983 0.57 0.10 -0.16 -0.878
P -1.3839 2.4639 -5.7248 -0.77 -2.05 -0.66 0.421
N -2.5074 1.2917 -6.3231 3.14 1.55 0.77 0.262
C -3.8966 1.6815 -6.5838 1.06 -0.40 -0.13 -0.969
C -2.2702 -0.0473 -5.8350 -0.60 -1.78 0.06 -1.107
N 0.2185 1.8678 -6.0902 0.98 -0.47 0.85 0.307
C 0.5411 1.0579 -7.2701 -1.47 0.73 -0.53 -1.152
C 1.4733 2.1820 -5.2658 -1.79 0.41 -0.28 -0.945
N -1.5560 3.7403 -6.7756 -0.53 -0.58 0.61 0.213
C -0.9992 4.9728 -6.2493 -0.20 1.08 0.62 -0.966
C -1.5029 3.5081 -8.2389 0.55 -0.18 0.53 -1.005
H -4.3946 1.8946 -5.6379 -0.50 -0.25 -0.21 0.285
H -4.2290 0.8075 -7.1440 -0.96 0.30 0.20 0.393
H -3.9221 2.5592 -7.2296 -0.08 -0.06 0.07 0.299
H -2.5575 -0.8373 -6.5289 -0.08 0.35 -0.92 0.389
H -2.8811 -0.3900 -4.9998 -0.08 0.76 0.68 0.380
H -1.2447 -0.3390 -5.6082 0.18 0.80 0.08 0.295
H -0.3773 0.7700 -7.7817 -0.18 -0.61 0.51 0.415
H 0.9426 1.6748 -8.0741 0.96 0.21 0.18 0.366
H 1.1693 0.1955 -7.0470 0.02 0.15 0.05 0.444
H 2.3879 1.9872 -5.8258 -0.37 0.03 -0.25 0.413
H 1.4266 3.2301 -4.9704 0.15 0.12 -0.11 0.289
H 1.5165 1.6333 -4.3250 -0.29 -0.36 -0.06 0.292
H -1.4392 5.8262 -6.7653 0.72 -0.03 -0.49 0.378
H -1.1912 5.2246 -5.2063 -1.21 -0.86 0.19 0.328
H 0.0794 4.9627 -6.0926 0.55 0.14 -1.39 0.330
H -1.7234 2.4852 -8.5441 -0.06 -0.14 0.67 0.358
H -0.4469 3.6677 -8.4565 -0.13 0.45 -0.92 0.372
H -2.2246 4.0922 -8.8098 0.40 0.63 0.25 0.345
O 1.8879 2.4217 2.9543 1.90 -0.64 1.06 -0.786
P 3.1090 2.2992 3.8256 0.65 0.72 0.73 0.488
N 3.3879 3.5976 4.9606 0.70 -1.90 -2.20 0.268
C 4.2118 4.7243 4.5184 0.38 0.70 0.06 -0.971
C 2.6810 3.7668 6.2318 0.52 -0.75 -0.15 -0.932
N 4.6469 2.1646 2.9228 -1.66 0.09 0.59 0.352
C 5.9057 2.2053 3.6730 0.17 -0.12 -0.93 -1.257
C 4.6825 2.0142 1.4356 -2.08 -0.12 0.77 -1.082
N 3.1608 0.7949 4.7703 -0.20 0.18 -0.75 0.210
C 2.5554 -0.4259 4.1421 0.28 1.68 -0.61 -0.980
C 4.2590 0.4424 5.7051 -1.25 1.45 0.37 -1.009
H 4.7320 5.1434 5.3797 -0.19 0.00 0.23 0.377
H 3.6640 5.5436 4.0528 -0.38 -0.05 0.07 0.332
H 5.0362 4.5099 3.8383 -0.37 -0.56 -0.09 0.300
H 3.2644 4.4259 6.8747 -0.12 0.25 -0.23 0.353
H 2.7309 2.8074 6.7467 -0.63 -0.08 0.09 0.349
H 1.6640 4.1353 6.0972 0.02 -0.06 0.17 0.277
H 5.8285 2.3477 4.7509 -0.44 0.24 -0.32 0.437
H 6.5055 1.3099 3.5100 -0.10 -0.32 -0.14 0.337
H 6.4901 3.0053 3.2184 0.27 0.24 0.22 0.460
H 3.6615 1.8803 1.0781 -0.54 -0.29 0.59 0.306
H 4.8247 2.9512 0.8970 1.34 0.11 0.24 0.360
H 5.1385 1.0991 1.0579 0.95 0.45 0.31 0.399
H 1.7147 -0.1176 3.5206 -0.06 0.02 0.16 0.335
H 3.3146 -0.8009 3.4557 -0.01 -0.69 0.12 0.369
H 2.2188 -1.1590 4.8751 0.37 0.14 0.11 0.336
H 3.8234 -0.2081 6.4635 0.25 -0.49 -0.27 0.400
H 4.4956 1.3458 6.2673 0.35 0.06 -0.15 0.369
H 5.1583 0.0477 5.2322 -0.14 -0.26 -0.09 0.299
C -0.3620 -6.0101 -3.8843 -0.63 0.27 1.13 -0.710
N -0.6051 -7.1606 -4.7530 -1.50 0.29 -1.33 0.846
O -1.7313 -7.3182 -5.2453 1.57 0.03 0.79 -0.507
O 0.3855 -7.8052 -4.9686 0.10 -0.86 -0.38 -0.486
H 0.2468 -5.2944 -4.4367 0.04 -0.20 0.21 0.264
H 0.1266 -6.4583 -3.0191 0.36 0.47 -0.09 0.301
H -1.3070 -5.5796 -3.5530 0.05 0.00 -0.32 0.294
C 5.2101 -3.3889 -4.2645 -1.29 -0.63 -0.86 -0.683
N 5.7346 -3.6768 -2.9228 0.79 -1.05 -0.80 0.861
O 6.0439 -4.8296 -2.6401 -0.57 1.21 -0.15 -0.496
O 5.9058 -2.6954 -2.2575 0.21 0.77 1.63 -0.528
H 4.3637 -4.0596 -4.4121 0.31 -0.35 -0.23 0.262
H 5.9919 -3.5782 -5.0001 -0.12 0.03 0.14 0.300
H 4.7803 -2.3892 -4.3271 0.65 0.04 0.26 0.285
```
Forces are in eV/Å.